No. 1
98
Properties=species:S:1:pos:R:3:forces:R:3:lowdin_charge:R:1 method="wB97M-V/def2-TZVPD" total_charge=+1 multiplicity=1 gap_ev=8.51
C -0.514402 3.633519 2.493899 0.13 -0.10 0.10 -1.49
C -8.630837 -0.172311 1.169142 0.03 -0.06 0.08 -1.53
Cl 7.564135 5.001519 2.550768 0.12 0.05 0.05 0.48
Cl 3.880063 2.986534 5.362544 -0.01 0.02 -0.06 0.49
C -0.782029 -6.093266 8.884475 0.01 -0.01 0.03 -1.56
H -0.964512 -0.460395 -0.932613 -0.06 0.07 0.08 0.09
Cl -7.055822 -3.095690 -1.147183 0.11 -0.08 -0.03 0.50
N 1.336040 1.838860 -1.317737 -0.41 0.00 0.02 0.14
Cl 5.154969 2.030589 7.786411 0.00 -0.03 0.00 0.54
H -1.856440 -3.348599 -2.175416 -0.01 -0.02 0.02 0.08
Cl -3.849938 -0.565449 -0.282673 -0.02 -0.03 -0.01 0.54
Cl -7.061589 -0.026443 0.355417 -0.12 0.14 0.01 0.51
C 5.422974 2.673252 6.168343 0.00 0.05 0.10 -1.56
H -0.876765 -3.040111 -0.275376 0.01 0.03 -0.02 0.07
Cl 9.735551 6.856145 2.031459 0.02 -0.04 0.01 0.53
Cl -0.276842 -1.277993 4.521072 0.05 -0.02 -0.04 0.50
C -6.453628 -4.698683 -1.571880 0.00 0.02 -0.15 -1.56
H 1.630730 -0.746871 0.644410 -0.03 0.04 0.11 0.13
Cl -9.149999 -1.852436 1.199942 -0.09 0.06 0.07 0.53
N 2.415799 -0.023486 -1.699877 0.17 0.02 0.22 0.23
Cl -1.552462 0.868254 6.004570 -0.02 -0.01 0.05 0.53
H 12.051330 9.361061 0.435877 0.00 0.01 0.02 0.01
Cl 2.998530 2.542426 1.572490 0.06 -0.05 -0.01 0.52
H 5.950746 1.923693 5.594356 0.00 0.00 -0.03 0.00
Cl 0.086366 2.047769 2.966954 -0.15 0.08 0.25 0.53
C -0.364441 -0.959346 -0.169172 0.04 -0.31 0.31 -0.19
H -5.746787 -5.001943 -0.811365 -0.02 -0.01 0.03 -0.03
Cl 2.725869 1.294135 -6.784968 0.07 -0.11 0.09 0.53
H 1.651314 3.306861 -7.309869 -0.02 -0.02 -0.01 -0.04
Cl 0.386769 4.917845 3.266456 0.02 -0.01 -0.08 0.58
Cl 3.354430 3.958864 -5.828504 -0.02 0.02 0.07 0.53
H -0.761692 -4.088681 -3.340101 -0.15 -0.11 0.13 0.11
C -4.172369 -1.810776 0.930822 0.02 -0.06 0.00 -1.52
C 2.687631 3.021377 -7.176849 0.03 0.04 -0.09 -1.55
H -9.350829 0.400759 0.600945 -0.01 0.00 -0.02 0.02
H 1.011134 -3.323370 -2.209813 0.05 0.06 -0.03 0.10
Cl -3.660153 -3.397519 0.340187 0.01 0.05 -0.02 0.56
Cl 12.186520 7.497124 -0.964908 0.00 -0.01 0.02 0.52
Cl -2.670129 -1.808460 6.070400 -0.04 0.00 0.01 0.52
Cl 3.554542 3.342761 -8.661132 0.00 0.00 0.06 0.57
H 4.727519 2.162308 0.031011 -0.02 -0.02 -0.01 0.00
C 11.744956 9.161996 -0.582168 0.01 -0.01 0.00 -1.57
H 3.546211 1.063749 -4.505323 0.11 0.24 0.01 0.01
C 1.518734 0.579950 -0.916358 0.44 -0.15 -0.03 -0.29
Cl -2.187085 2.236572 -10.227970 0.03 0.00 0.00 0.55
C -0.464196 2.517017 -10.030891 -0.13 -0.05 -0.01 -1.53
H 0.009144 2.438137 -11.000216 0.03 0.01 -0.01 0.02
Cl 6.417889 4.125532 6.225775 -0.04 -0.02 -0.08 0.53
C -10.160193 -6.966961 -4.491464 -0.03 -0.03 -0.06 -1.57
N 2.154204 2.041501 -2.380473 0.10 0.05 -0.44 0.16
Cl -3.458079 -6.549605 5.830434 -0.04 -0.13 -0.07 0.52
H -5.242120 -1.839563 1.091852 -0.03 -0.04 -0.02 -0.04
Cl 12.578556 10.297051 -1.637340 0.00 0.00 0.00 0.54
Cl 5.818077 2.103246 2.083469 0.02 0.01 -0.02 0.55
Cl -0.471397 3.787910 0.715908 -0.18 0.22 -0.08 0.55
H -9.780863 -6.708448 -3.513033 0.02 0.03 0.01 -0.04
H -0.579929 -1.090966 6.834059 0.01 -0.01 0.01 0.02
H -4.399099 -4.427564 5.630360 -0.01 0.02 0.01 -0.01
H -1.169350 -6.973508 8.388778 -0.01 -0.01 -0.01 0.00
Cl -8.550425 0.496269 2.795976 0.01 0.02 -0.02 0.54
H 0.745453 2.573024 -0.944103 0.08 -0.13 0.14 0.08
Cl -1.172820 -6.212633 10.596296 0.00 0.00 0.00 0.54
H 0.528282 -1.692170 -2.582866 0.04 0.09 0.10 0.08
H 2.255300 2.917140 -2.869530 -0.11 0.12 0.09 0.17
Cl -9.469923 -5.840759 -5.659657 0.02 0.02 0.03 0.52
C 4.641168 2.740408 0.941858 0.03 0.04 0.04 -1.53
Cl -9.665111 -8.621411 -4.845825 0.01 -0.01 0.01 0.52
Cl 0.257896 1.293337 -8.975398 -0.07 0.07 -0.09 0.52
C 2.792724 0.881376 -2.600117 -0.04 -0.20 0.01 -0.39
C -1.035574 -3.146621 -2.864686 0.14 0.23 -0.31 -0.27
Cl -7.769614 -5.873623 -1.594151 -0.01 -0.04 0.06 0.55
Cl 8.014857 7.223254 4.349207 0.01 0.06 0.03 0.53
Cl 9.996116 9.379942 -0.673290 -0.03 0.05 -0.04 0.50
Cl 4.944912 4.428007 0.546460 -0.13 -0.08 -0.13 0.53
H -1.552516 3.713559 2.788194 -0.03 -0.04 -0.05 0.02
C 0.863231 -0.097245 0.220551 -0.29 -0.20 -0.05 -0.12
H -0.883804 -2.286033 -4.709223 -0.04 0.04 -0.07 0.06
Cl -11.917315 -6.830597 -4.448686 0.00 0.01 0.01 0.53
C 0.195098 -2.607423 -2.091294 -0.12 -0.44 -0.01 -0.19
C 8.107806 6.676218 2.677505 0.06 -0.03 0.07 -1.54
N -1.547791 -2.296492 -3.944796 0.14 -0.02 0.14 -0.01
Cl -6.011179 -5.806914 4.655828 0.01 0.00 0.00 0.54
H 4.483469 0.106745 -3.405585 -0.21 -0.32 -0.08 0.12
H 0.819470 -2.741499 -0.021797 -0.01 0.01 0.04 0.11
Cl -3.388486 -1.430354 2.460925 0.02 0.09 -0.06 0.52
C -4.358277 -5.295091 4.984899 0.01 0.02 0.04 -1.56
Cl -3.538169 -4.821970 3.496296 0.00 -0.05 0.03 0.50
C -1.191393 -0.855137 5.973272 -0.03 0.01 -0.02 -1.53
C -0.050324 -2.400327 -0.589215 0.27 0.21 -0.17 -0.19
Cl -5.612800 -4.663769 -3.118915 0.03 0.01 0.02 0.54
Cl -1.554106 -4.681579 8.158544 0.03 0.13 0.02 0.48
H 0.547364 0.605285 0.988165 0.18 0.19 -0.24 0.03
Cl 0.962276 -6.049613 8.633250 0.00 0.00 -0.01 0.53
N 3.686629 0.693484 -3.579333 0.19 0.20 0.00 0.19
H -0.963024 -1.011479 0.742834 -0.13 0.14 -0.11 0.07
Cl -0.160491 4.141247 -9.404633 0.05 0.01 0.03 0.54
H 7.444203 7.293180 2.086613 -0.02 -0.01 -0.01 0.01
H -1.642737 -1.338162 -3.629486 -0.11 0.02 0.00 0.05

No. 2
59
Properties=species:S:1:pos:R:3:forces:R:3:lowdin_charge:R:1 method="wB97M-V/def2-TZVPD" relative_energy_ev=0.1283 multiplicity=1 smiles="CC[C@H](C(=O)N[C@H]1CCCCN(C(=O)c2sc(C)cc2Cl)CC1)N1CCCC1=O" gap_ev=9.30
N -3.932009 -0.052826 -0.388833 0.05 -0.01 0.02 -0.03
O -3.264590 -1.059199 1.561767 0.03 0.00 0.00 0.07
C 5.744622 -2.472245 0.122845 0.00 0.01 -0.02 -0.58
H 3.913004 2.485803 1.057346 0.00 0.00 0.00 0.13
C 0.318532 2.529033 -0.608936 0.01 -0.02 0.00 -0.14
H -4.739941 1.526238 -1.517704 0.00 -0.01 -0.01 0.12
H -5.314254 0.497188 2.417978 -0.01 0.00 0.00 0.12
C 2.708089 -0.455484 1.666561 -0.06 -0.02 0.14 -0.49
H -0.140597 0.466175 2.168251 -0.01 0.01 0.00 0.12
H -0.384559 3.299938 -0.276635 -0.01 0.00 -0.01 0.12
S 5.312440 -1.528637 1.499894 -0.05 -0.06 0.02 1.11
C -1.521388 -0.016086 -1.140631 0.06 0.01 -0.07 -0.43
H -4.129493 -3.845582 -1.643712 0.00 0.00 0.00 0.07
C -5.810419 1.143602 0.359191 -0.02 0.03 -0.02 -0.15
H 1.921763 3.688707 0.297674 0.00 0.00 0.01 0.10
H -2.127527 -2.405496 -2.049923 0.01 0.00 0.00 0.12
N -1.278757 0.774698 -0.077936 -0.06 -0.04 0.04 0.13
H -3.237611 -0.277693 -2.298176 0.01 -0.01 0.01 0.16
C -4.075458 -0.424055 0.915932 -0.09 0.05 -0.04 -0.47
N 2.666835 0.884585 1.460575 -0.03 0.05 -0.08 -0.04
H 7.278688 -3.810694 0.810818 0.00 0.00 0.00 0.08
H 7.179607 -3.625428 -0.940996 0.00 0.00 0.00 0.08
H 0.749628 0.479769 -0.144946 0.01 0.01 0.00 0.10
O -0.681404 -0.273505 -1.990173 -0.02 0.03 -0.01 0.03
H -2.491542 -2.463709 -0.330114 0.00 -0.02 0.00 0.11
H -6.885328 1.207557 0.203688 0.00 0.01 0.00 0.11
C 3.523892 1.608654 0.529593 0.00 -0.03 -0.02 -0.15
H -0.408795 2.211512 2.084457 -0.01 -0.01 0.00 0.12
Cl 2.101056 -1.731126 -1.212398 0.00 -0.01 0.00 0.77
C 0.218773 1.392103 1.716406 0.01 -0.03 0.00 -0.11
H 1.715009 1.334348 3.249104 -0.02 0.01 0.00 0.13
H -4.948585 -2.523511 -0.826248 0.00 0.00 0.00 0.07
C 1.653296 1.630792 2.200934 0.00 -0.02 0.03 -0.12
H 1.920173 2.683390 2.136273 0.02 0.00 -0.01 0.11
C 4.709605 -2.551170 -0.753100 0.04 -0.04 -0.03 -0.14
H 2.506243 1.194147 -1.330494 -0.01 0.00 0.00 0.10
H 3.665066 2.503747 -1.371518 0.00 -0.01 0.00 0.11
C 3.727085 -1.238869 0.900578 0.10 0.03 -0.13 -0.49
H 4.744591 -3.093786 -1.686579 0.01 0.00 0.00 0.12
H -4.609213 -2.416783 -2.558237 0.00 0.00 0.00 0.08
H -5.455774 2.131855 0.654130 0.01 -0.01 0.00 0.11
O 1.957054 -1.017061 2.446222 0.02 0.02 -0.01 0.08
C 2.863333 2.063695 -0.772357 0.03 0.03 0.01 -0.16
C -4.213453 -2.760089 -1.598828 -0.01 0.00 0.00 -0.09
C 0.069866 1.257897 0.205858 0.03 0.04 0.00 -0.31
C 7.099747 -3.095673 0.006967 -0.01 0.01 0.01 -0.10
C -5.074574 0.687783 -0.905299 -0.01 -0.02 0.00 -0.14
H -5.699267 0.040027 -1.530578 0.00 0.00 0.00 0.12
C -2.863891 -2.125747 -1.297104 0.01 0.01 0.05 -0.18
H -1.956034 0.776751 0.666089 0.01 -0.02 0.04 0.12
C -2.929345 -0.595044 -1.297744 -0.03 0.04 -0.04 -0.19
H 7.890307 -2.345342 0.043970 0.00 0.00 0.00 0.08
H 0.054229 2.281178 -1.639867 0.00 0.00 0.00 0.11
C 3.561859 -1.841076 -0.303556 -0.02 0.04 0.06 -0.70
H 1.798036 3.814962 -1.427394 0.00 0.00 0.00 0.11
H -6.106587 -0.734144 1.442205 0.01 -0.01 -0.01 0.13
C -5.410654 0.108122 1.407005 0.01 -0.04 0.05 -0.08
H 4.377432 0.976792 0.292656 0.00 0.00 0.01 0.11
C 1.741186 3.099003 -0.604958 -0.02 -0.02 0.00 -0.18

No. 3
62
Properties=species:S:1:pos:R:3:forces:R:3:lowdin_charge:R:1 method="wB97M-V/def2-TZVPD" relative_energy_ev=0.4643 multiplicity=1 gap_ev="7.18 / 7.18"
C 3.501590 0.156522 -0.325424 2.48 0.15 0.11 -0.40
H -2.679736 1.803285 1.720906 0.17 0.22 -0.12 0.03
S -2.872788 -2.885681 -0.433410 0.47 -0.66 -0.97 0.85
H 7.380167 0.705307 -0.321356 -0.28 -0.05 0.00 0.09
C -1.936591 -2.393696 2.963539 -0.50 -0.40 0.12 -0.21
C 6.301271 0.550432 -0.319491 -0.15 0.02 0.00 -0.11
H -1.932413 3.406817 2.008154 -0.16 -0.19 -0.16 0.05
H -0.413262 -2.464037 -3.212778 -0.05 -0.06 0.11 0.09
P -0.012204 2.034531 -1.870199 0.95 -1.14 -1.16 0.71
H -1.445199 -0.356084 2.146844 -0.79 -0.71 0.04 -0.02
H -0.222044 -3.791029 0.310101 -0.07 -0.04 -0.22 0.08
H -2.546320 -3.860528 -1.326827 -2.26 -0.74 0.75 -0.10
H 0.448697 -0.469466 1.564403 -0.24 0.24 0.17 0.03
H -0.000792 0.329514 -3.628028 0.10 0.32 0.14 0.04
H 1.612334 1.048970 -3.393056 -0.29 0.08 0.10 0.05
H 0.260942 3.965137 2.099796 0.27 -0.16 -0.04 0.04
F -0.625305 -2.773928 2.958286 -0.45 0.23 0.10 0.06
C 5.443643 1.628411 -0.053701 0.09 -0.28 -0.07 -0.11
H -1.764076 2.807591 -3.326847 -0.04 0.05 0.29 0.05
H 3.376674 2.271556 0.160730 0.32 -0.31 -0.07 0.07
H 1.657127 3.204906 1.277597 -0.19 -0.04 0.26 0.02
C 0.537188 1.271102 -3.439429 -0.09 0.49 -0.70 -0.27
F -5.150854 -3.924879 3.763257 0.38 0.35 -0.17 0.11
H 6.435853 -1.562980 -0.785906 -0.11 0.24 0.06 0.10
C -4.622152 -1.796209 2.847101 0.14 0.38 -0.22 -0.15
F -5.928996 -1.489440 2.745106 0.25 -0.18 0.10 0.10
H -2.015927 -1.726448 -2.985407 0.02 -0.19 -0.01 0.08
C -2.298820 -1.150282 2.491543 -1.53 -0.89 0.38 0.00
F -4.108778 0.295924 1.901927 0.16 -0.35 0.23 0.04
H -2.423577 1.855478 -1.965058 0.13 0.22 -0.10 0.06
H -2.438086 2.921634 0.363462 -0.02 0.02 0.30 0.02
H -1.919787 3.549342 -1.700013 0.05 -0.23 -0.16 0.04
H 0.642783 -3.722356 -1.240386 -0.05 -0.02 -0.01 0.09
C -1.241324 -2.685164 -1.229051 2.26 2.51 0.81 -0.95
H 1.082350 2.551139 2.837518 -0.08 0.17 -0.28 0.05
C 5.771414 -0.723009 -0.580910 0.07 0.38 0.13 -0.10
H 5.847819 2.622362 0.151118 -0.03 -0.32 -0.06 0.10
C -0.342043 -3.831139 -0.777990 0.28 0.13 0.07 -0.09
H 0.093777 0.591855 2.908595 -0.04 -0.50 0.04 0.06
C 4.067528 1.446689 -0.048949 -0.41 -0.87 -0.22 -0.05
C -0.282447 0.309701 1.920007 2.36 2.26 -1.08 -0.37
C -1.692631 2.625234 -2.246068 -0.23 -0.07 -0.03 -0.25
C 4.400709 -0.926928 -0.578576 -0.58 0.65 0.10 -0.04
F -2.464907 -4.536189 3.863803 -0.22 0.27 -0.10 0.10
C 0.767922 3.012161 1.891982 0.22 0.67 -0.09 -0.24
H 2.043707 3.293464 -1.564785 -0.26 -0.01 -0.06 0.04
Ti 0.402182 0.065728 -0.377978 1.49 -1.25 0.75 0.60
H -1.861418 -3.494495 -3.160307 0.05 0.12 0.01 0.08
P -0.366373 1.875325 1.031968 0.47 -1.01 1.78 0.72
C 1.000755 3.551733 -1.788156 0.03 -0.01 0.08 -0.24
N 2.181065 -0.025090 -0.359256 -3.88 0.87 -0.51 -0.10
O -0.619216 -1.433882 -0.781634 -0.49 -0.26 -0.66 -0.38
C -3.647704 -0.882224 2.427894 -0.42 -0.77 0.29 -0.21
C -2.871085 -3.336213 3.409849 0.41 0.16 -0.14 -0.15
H 0.961125 4.066572 -2.758249 -0.04 -0.09 0.25 0.06
C -1.395053 -2.595487 -2.745966 0.11 0.26 0.01 -0.10
H -0.762016 -4.803767 -1.052771 0.09 0.10 0.02 0.08
H 3.958508 -1.905251 -0.778455 0.20 0.27 0.05 0.10
C -2.012961 2.565902 1.308428 -0.46 0.29 0.01 -0.21
H 0.343374 1.971622 -4.264849 0.15 -0.30 -0.08 0.04
C -4.229952 -3.032699 3.353126 0.12 0.10 -0.06 -0.13
H 0.626334 4.222634 -1.005775 0.07 -0.12 -0.14 0.04

Number 1: electronic energy -555649.3636 eV. Number 2: electronic energy -56236.5527 eV. Number 3: electronic energy -91913.3657 eV.